# 1
24
Properties=species:S:1:pos:R:3 method="wB97M-V/def2-TZVPD" total_charge=+1 relative_energy_kcal_mol=187.9 gap_ev=9.4 homo_ev=-11.88 lumo_ha=-0.0906
C -0.496 -3.921 2.676
C 0.717 0.505 -2.192
C 0.327 0.709 -1.063
C 0.973 0.346 -3.596
C 0.416 2.443 0.612
C 0.660 0.124 1.231
C -1.492 0.952 0.446
N -0.509 -3.313 1.655
N -0.257 -2.700 0.600
N -0.025 1.028 0.264
H -0.845 -4.255 3.555
H 0.048 0.155 -4.071
H 1.440 1.343 -3.754
H 1.748 -0.485 -3.775
H -0.112 2.599 1.579
H 1.526 2.545 0.325
H -0.206 2.845 -0.181
H 0.209 0.080 2.267
H 0.564 -0.859 0.886
H 1.738 0.178 1.164
H -1.709 1.120 1.545
H -2.167 1.685 -0.179
H -1.876 0.023 0.129
H -0.671 -3.147 -0.123

# 2
19
Properties=species:S:1:pos:R:3 method="wB97M-V/def2-TZVPD" total_charge=+2 spin_multiplicity=2 relative_energy_kcal_mol=21.4 gap_ev="7.1 / 3.1" homo_ev="-16.94 / -16.94" lumo_ha="-0.3613 / -0.5098"
C 0.303 0.667 0.234
C 0.652 -0.377 -0.876
C -0.249 -0.760 -2.065
C -1.730 -1.101 -1.999
O -2.384 -1.212 -0.985
N -0.772 0.160 1.171
H 0.018 1.571 -0.258
H 1.198 0.607 0.857
H 1.099 -1.199 -0.318
H 1.515 0.141 -1.278
H 0.255 -1.460 -2.781
H -0.480 0.214 -2.635
H -2.288 -1.197 -3.032
H -1.668 0.044 0.646
H -0.568 -0.680 1.727
H -0.869 0.875 1.877
H 2.982 2.506 3.551
H 3.528 1.078 3.408
O 3.039 1.750 2.935

# 3
16
Properties=species:S:1:pos:R:3 method="wB97M-V/def2-TZVPD" total_charge=+1 smiles="C=[N+]1CC[C@H](F)C1" relative_energy_kcal_mol=8.1 gap_ev=11.1 homo_ev=-16.33 lumo_ha=-0.1923
C -1.998 0.733 0.452
C 0.982 -1.215 -0.228
C -0.279 -1.015 0.616
C 0.119 1.026 -0.605
C 1.456 0.229 -0.481
N -0.877 0.225 0.111
F 2.020 0.594 0.703
H -2.276 1.757 0.027
H -2.680 0.378 1.240
H 1.803 -1.696 0.496
H 0.809 -1.916 -1.108
H -1.164 -1.781 0.397
H -0.106 -0.847 1.712
H 0.283 1.998 -0.256
H -0.199 1.063 -1.639
H 2.106 0.466 -1.437

# 4
14
Properties=species:S:1:pos:R:3 method="wB97M-V/def2-TZVPD" smiles=Nc1c[nH]c(N)c1 relative_energy_kcal_mol=3.9 gap_ev=8.4 homo_ev=-7.35 lumo_ha=0.0403
N 1.795 1.386 -1.111
C 0.687 0.650 -0.626
C -0.154 0.784 0.464
C -0.796 -0.476 0.656
N -1.586 -0.859 1.760
C -0.371 -1.311 -0.352
N 0.520 -0.605 -1.124
H 1.586 2.220 -1.642
H 2.403 1.627 -0.338
H -0.261 1.666 1.086
H -2.162 -1.664 1.544
H -2.177 -0.115 2.105
H -0.470 -2.380 -0.465
H 0.986 -0.922 -1.957

# 5
43
Properties=species:S:1:pos:R:3 method="wB97M-V/def2-TZVPD" spin_multiplicity=5 gap_ev="6.9 / 5.9" homo_ev="-7.50 / -7.86" lumo_ha="-0.0222 / -0.0728"
Rh -0.900 -0.504 -0.571
C 2.163 -0.945 0.157
N 1.513 -0.390 -1.043
C 1.916 -1.216 -2.199
C 2.023 0.976 -1.269
C 1.293 2.011 -0.429
N -0.111 2.112 -0.797
C -0.772 3.012 0.137
C -0.283 2.661 -2.139
H 3.254 -0.924 0.043
H 1.854 -1.976 0.302
H 1.891 -0.360 1.035
H 2.985 -1.079 -2.409
H 1.346 -0.911 -3.076
H 1.732 -2.262 -1.994
H 1.928 1.211 -2.330
H 3.097 0.998 -1.042
H 1.783 2.996 -0.520
H 1.340 1.723 0.625
H -0.360 4.032 0.078
H -0.643 2.656 1.158
H -1.835 3.043 -0.104
H 0.340 3.557 -2.277
H -1.332 2.932 -2.267
H -0.032 1.929 -2.908
Se -2.752 0.844 -1.503
Te -4.895 0.633 -0.234
Te -4.941 -2.109 -0.295
Se -2.624 -2.640 -0.171
N -1.890 0.236 3.493
C -0.935 -0.696 3.811
C -0.326 -1.017 2.639
N -0.889 -0.285 1.624
C -1.838 0.448 2.164
H -2.543 0.671 4.128
H -0.788 -1.054 4.810
H 0.429 -1.763 2.446
H -2.511 1.095 1.630
F 0.083 -2.757 -0.814
B 0.476 -3.996 -0.124
F 0.357 -3.684 1.233
F 1.783 -4.223 -0.483
F -0.388 -4.988 -0.514

# 6
23
Properties=species:S:1:pos:R:3 method="wB97M-V/def2-TZVPD" smiles="CC/C(C)=C/N.O.O" relative_energy_kcal_mol=40.4 gap_ev=9.4 homo_ev=-8.90 lumo_ha=0.0183
C -2.356 1.058 -1.102
C -2.225 -0.232 -0.265
C -0.808 -0.748 -0.101
C 0.294 -0.002 -0.200
N 1.618 -0.554 -0.360
C -0.741 -2.191 0.249
H -3.193 1.670 -0.762
H -1.450 1.657 -1.081
H -2.544 0.835 -2.156
H -2.536 0.065 0.742
H -2.852 -1.000 -0.709
H 0.344 0.989 -0.597
H 2.119 -0.676 0.508
H 1.646 -1.535 -0.629
H -1.316 -2.805 -0.459
H -1.215 -2.482 1.185
H 0.187 -2.715 0.268
H 2.640 0.911 2.535
H 3.445 -0.378 2.555
O 3.418 0.495 2.150
H 1.199 2.648 -1.035
H 2.301 2.105 -0.121
O 2.027 2.886 -0.616

# 7
20
Properties=species:S:1:pos:R:3 method="wB97M-V/def2-TZVPD" total_charge=-1 relative_energy_kcal_mol=9.4 gap_ev=9.2 homo_ev=-5.36 lumo_ha=0.1406
C -1.730 -0.939 -0.362
O -2.025 -0.111 -1.471
C -2.434 -0.463 0.858
H -1.926 -2.005 -0.502
H -0.654 -0.774 -0.193
H -2.022 0.505 1.094
H -3.517 -0.334 0.757
H -2.213 -1.258 1.636
H 3.050 -0.504 -1.308
H 2.432 0.608 -0.411
O 3.150 0.472 -1.177
H 1.130 -0.787 1.613
H 0.442 -2.151 1.132
O 0.949 -1.787 1.880
H 0.407 1.496 -0.140
H 1.445 1.417 1.828
O 1.321 0.758 1.020
H -1.311 0.571 -1.443
H 0.632 1.899 -1.634
O -0.009 1.884 -0.928

# 8
11
Properties=species:S:1:pos:R:3 method="wB97M-V/def2-TZVPD" smiles="[H]/N=C/N(S)/C=N/[H]" relative_energy_kcal_mol=52.6 gap_ev=9.3 homo_ev=-8.52 lumo_ha=0.0301
C -0.085 -0.911 0.348
C 0.162 1.074 -0.998
H -0.885 -0.001 2.154
H 0.176 -1.437 -0.560
H -0.054 -2.501 1.515
H 0.120 2.154 -0.957
H 1.027 0.935 -2.819
N -0.200 0.415 0.163
N -0.173 -1.447 1.488
N 0.501 0.393 -1.977
S -0.589 1.324 1.644

# 9
31
Properties=species:S:1:pos:R:3 method="wB97M-V/def2-TZVPD" total_charge=+2 gap_ev=6.6 homo_ev=-16.86 lumo_ha=-0.3771
O -1.138 2.444 -4.931
C -1.049 1.458 -4.244
Ga -0.923 1.512 -2.249
C -1.107 2.244 -0.470
O -1.125 2.605 0.634
C -1.105 -0.598 -2.466
O -1.112 -1.603 -3.030
C 1.219 1.417 -2.290
O 2.369 1.451 -2.249
C -3.490 1.728 -2.706
O -4.578 1.764 -3.048
H -1.024 0.371 -4.627
O 0.797 -0.580 -1.392
C 0.729 -0.805 -0.143
C 1.982 -0.800 0.703
C 1.892 0.107 1.928
C 1.213 -0.553 3.117
C -0.294 -0.704 2.927
C -0.647 -1.628 1.771
N -0.472 -1.015 0.455
H 2.191 -1.843 0.993
H 2.795 -0.466 0.045
H 2.913 0.387 2.211
H 1.377 1.041 1.664
H 1.658 -1.542 3.287
H 1.397 0.056 4.009
H -0.727 -1.137 3.839
H -0.761 0.277 2.775
H -0.041 -2.543 1.835
H -1.694 -1.929 1.856
H -1.242 -1.116 -0.205

# 10
78
Properties=species:S:1:pos:R:3 method="wB97M-V/def2-TZVPD" total_charge=-2 spin_multiplicity=4 gap_ev="2.2 / 2.1" homo_ev="2.01 / 2.11" lumo_ha="0.1545 / 0.1546"
Co 0.000 0.000 0.000
N 0.319 -2.903 2.383
N 0.240 -2.175 -1.251
C 0.683 1.887 -0.523
C 1.805 1.025 -0.193
C 1.647 0.596 1.172
C 2.593 -0.267 1.957
H 3.354 -0.727 1.304
H 2.056 -1.079 2.477
H 3.128 0.343 2.709
C 0.429 1.151 1.686
C -0.092 0.970 3.084
H 0.350 1.714 3.775
H 0.151 -0.036 3.462
H -1.188 1.086 3.121
C -0.156 1.972 0.637
C -1.388 2.822 0.775
H -2.135 2.350 1.434
H -1.865 2.996 -0.203
H -1.131 3.808 1.206
C 2.965 0.706 -1.094
H 3.822 1.379 -0.901
H 2.684 0.822 -2.153
H 3.317 -0.330 -0.951
C 0.503 2.653 -1.802
H -0.561 2.834 -2.018
H 0.924 2.112 -2.664
H 1.008 3.638 -1.744
C -0.358 -3.573 3.325
H 0.102 -3.592 4.324
C -1.574 -4.231 3.098
H -2.079 -4.768 3.907
C -2.114 -4.175 1.804
H -3.063 -4.670 1.573
C -1.429 -3.473 0.811
H -1.835 -3.394 -0.202
C -0.206 -2.838 1.134
C 0.554 -2.015 0.173
H 1.637 -2.087 0.344
C -0.043 -0.929 -1.693
C 0.251 -3.117 -2.275
H 0.444 -4.177 -2.120
C -0.038 -2.413 -3.415
H -0.155 -2.736 -4.448
N -0.210 -1.062 -3.048
C -0.446 0.016 -3.967
C 0.572 0.367 -4.880
C 0.340 1.452 -5.741
H 1.129 1.745 -6.444
C -0.862 2.180 -5.713
C -1.098 3.331 -6.664
H -1.644 4.154 -6.170
H -1.706 3.007 -7.530
H -0.148 3.732 -7.055
C -1.849 1.796 -4.789
H -2.793 2.353 -4.749
C -1.669 0.719 -3.906
C -2.735 0.360 -2.902
H -2.818 -0.731 -2.766
H -3.715 0.757 -3.214
H -2.488 0.778 -1.911
C 1.887 -0.378 -4.923
H 1.807 -1.310 -5.512
H 2.221 -0.666 -3.912
H 2.668 0.244 -5.390
C -2.103 -1.127 3.354
P -2.309 -0.647 1.517
C -4.014 -1.131 2.163
C -2.776 -0.215 -0.006
H -2.610 -2.048 3.724
H -2.443 -0.320 4.042
H -1.131 -1.403 3.676
H -4.166 -2.230 2.101
H -4.393 -0.708 3.128
H -4.782 -0.712 1.479
H -3.525 -0.926 -0.416
H -3.186 0.815 0.042
H -1.874 -0.386 -0.499

# 11
12
Properties=species:S:1:pos:R:3 method="wB97M-V/def2-TZVPD" relative_energy_kcal_mol=37.2 gap_ev=9.6 homo_ev=-9.00 lumo_ha=0.0216
C -1.108 -0.641 0.037
C 0.141 0.216 -0.017
H -2.181 0.447 -1.114
H -1.220 -1.153 0.973
H -0.901 -1.427 -0.717
H -0.779 1.889 0.064
H 1.220 -1.530 0.263
H 2.764 0.908 0.853
N 0.179 1.527 0.028
N 1.280 -0.547 -0.022
O -2.243 0.201 -0.152
S 2.849 0.110 -0.197

# 12
20
Properties=species:S:1:pos:R:3 method="wB97M-V/def2-TZVPD" smiles="O=Cc1ccc(-c2cccnc2)o1" relative_energy_kcal_mol=39.6 gap_ev=8.4 homo_ev=-8.59 lumo_ha=-0.0087
C 0.098 3.142 2.306
C -0.491 2.191 1.185
C -1.414 2.475 0.228
C -1.423 1.289 -0.610
C -0.521 0.370 -0.103
C -0.069 -0.917 -0.527
C 1.245 -1.308 -0.047
C 1.828 -2.495 -0.427
C 1.029 -3.292 -1.334
C -0.727 -1.819 -1.332
H 0.549 2.677 3.154
H -2.187 3.265 0.336
H -2.131 1.172 -1.423
H 1.765 -0.549 0.583
H 2.861 -2.702 -0.106
H 1.631 -4.157 -1.675
H -1.731 -1.633 -1.752
N -0.164 -2.983 -1.696
O -0.204 4.330 2.249
O 0.056 0.943 0.989

E_tot for every record listed, in sequence, given in eV: -11942.77251 -9906.50727 -9530.27820 -8731.50879 -175457.37549 -11012.19437 -12523.71934 -17458.83220 -77731.62401 -84204.66545 -18033.19039 -16066.68545.
F_max for every record listed, in sequence, given in hartree/bohr: 0.1147 0.0614 0.0601 0.0065 0.0187 0.0399 0.0678 0.0971 0.1645 0.1216 0.0516 0.0821.